This record from OMol25 describes 8 unconnected molecules or ions with the total composition C4H22O8. The level of theory is the ωB97M-V functional and the def2-TZVPD basis.

Values from the calculation:
expectation value of S²: 0.76
total charge: +1
2S+1: 2
HOMO energy (alpha / beta): -12.949 / -12.945 eV

Element x y z (Å)
H -4.162 0.440 3.140
H 0.683 1.344 3.118
H -2.480 2.123 -1.810
H 4.008 0.295 0.452
H 0.663 -0.217 0.186
H -0.427 2.150 3.999
H -0.041 0.819 -1.903
O -0.417 -3.430 -2.875
H 1.827 -2.692 -0.073
H -2.608 1.272 -0.179
O -0.023 1.289 3.745
H 3.769 -1.588 2.565
H 0.313 -3.058 -2.416
C 0.013 0.664 0.196
C -0.564 1.367 -1.019
H 2.934 1.500 0.553
H -0.417 3.431 -1.895
H -2.962 1.143 3.026
O 1.776 -2.235 -0.872
H -2.731 -3.473 -2.371
H -1.646 -2.363 -2.355
C -2.145 1.241 -1.260
H 4.288 -1.055 1.010
H -0.315 -3.157 -3.851
O 4.044 -1.838 1.597
O 3.323 0.723 0.912
H -2.390 0.500 -1.901
C -0.190 2.835 -1.015
H -0.756 0.299 0.838
O -3.713 0.957 2.510
H 0.592 1.332 0.937
H 1.779 -1.279 -0.768
O 0.503 3.272 -0.142
O -2.524 -2.611 -2.079

***

This record from OMol25 describes 7 unconnected molecules or ions with the total composition C36H86ClN9O8S. The level of theory is the ωB97M-V functional and the def2-TZVPD basis.

Values from the calculation:
ΔE to the lowest compared entry with this formula, charge and spin: 0.000 eV
total charge: 0
SMILES: CC[C@@H](Cl)[C@@H](C#N)[C@@](S)(C#N)OCCNC[C@H](C)O.COC[C@@H](C)N.COC[C@@H](C)N.COC[C@@H](C)N.COC[C@@H](C)N.COC[C@@H](C)N.COC[C@@H](C)N
HOMO energy: -8.394 eV

Element x y z (Å)
H 5.569 10.347 2.431
C -2.526 -5.649 4.466
C 3.253 -4.363 -3.473
H -1.629 -2.282 -2.152
C 2.744 8.765 3.428
H 3.306 -5.273 -4.069
N -0.735 5.060 2.864
H -7.342 -11.090 -2.819
C -0.904 6.222 -3.106
H 2.396 6.784 3.097
C -1.077 6.441 -6.348
H -2.402 4.847 0.825
C -0.648 5.863 1.643
O 4.188 -2.192 -3.335
O -7.205 -10.969 -0.798
H -3.718 -9.046 0.596
C 0.880 -4.469 -4.013
C 0.256 0.088 -3.518
H 3.474 4.112 3.612
H 2.543 -0.728 -0.621
H 1.920 4.224 5.358
H -7.004 -11.705 1.053
H -0.746 4.084 2.585
H -3.721 -7.398 4.630
H -1.108 6.090 -2.043
H 2.301 -1.867 0.658
H 2.254 -0.088 0.946
H 1.109 -2.004 -1.755
H 4.826 -3.730 -6.090
H -4.706 -9.099 -0.853
H 1.095 6.199 -5.015
H 3.884 -4.536 -2.616
H 4.767 2.074 4.370
H -7.150 -9.248 1.798
C 3.838 -3.212 -4.257
N -2.228 0.699 -1.357
H 3.110 -0.582 5.742
C 3.136 0.196 4.980
H 0.509 5.955 -0.211
H -1.935 6.307 -0.057
H -2.009 6.477 -5.779
H -1.670 3.973 -4.431
C 0.508 -0.844 -0.083
H -3.363 -6.513 1.739
H -1.867 6.349 -3.600
C 2.622 2.413 2.663
N 1.001 0.990 -3.455
N 1.699 3.610 4.579
C 0.519 5.264 -5.013
H 4.376 7.777 4.402
H -2.729 6.424 1.514
H -1.238 3.244 -0.082
C -6.584 -10.880 -2.065
C 5.416 9.455 1.816
O -1.443 -5.087 3.752
C -1.746 -0.345 -1.581
H -0.333 7.145 -3.226
O 3.266 1.440 5.645
H -2.733 -3.748 2.810
H -0.507 -3.395 -5.284
O 0.595 4.022 0.532
H 1.361 -4.706 -4.952
S -1.944 -0.977 -4.650
H 2.853 10.930 3.259
C 0.211 -1.838 -1.189
H 5.435 -4.591 -4.687
H 3.064 -2.856 -4.922
H -1.346 -7.423 2.957
H 1.227 4.452 -5.196
H 1.892 1.623 2.843
C -0.959 -1.439 -2.087
N 2.241 7.661 2.606
H 1.443 5.684 1.253
H 3.983 0.006 4.315
H 4.626 9.513 4.252
H 1.301 2.786 5.021
O -0.373 5.236 -6.111
H 1.288 10.240 2.828
C -4.385 -9.680 0.012
C 2.365 10.086 2.767
H -1.515 -8.138 4.381
H 0.381 -5.373 -3.691
H -3.807 -10.535 -0.344
H -1.052 -3.630 -3.655
H 0.677 4.811 -2.944
Cl -0.150 -3.443 -0.435
H 6.353 9.212 1.317
N -1.022 3.854 -3.657
H 0.320 0.171 -0.397
H 2.630 10.106 1.710
O 0.382 -2.128 -3.937
H 2.195 3.064 1.900
H -3.318 -4.902 4.605
H 2.204 0.143 4.413
H 1.722 -4.503 -2.172
N 1.896 -4.055 -3.056
H -1.894 -4.902 1.733
H -0.439 6.894 1.936
H -5.776 -11.610 -2.170
H -6.936 -8.765 0.286
H 3.585 -1.463 -3.454
H 5.826 -2.903 -4.909
C -5.565 -10.129 0.869
H 3.523 1.958 2.242
C -0.182 -3.391 -4.255
H -1.330 6.471 -7.408
H -4.659 -5.907 2.777
C 2.950 3.203 3.926
H 0.199 2.609 -0.881
H 4.248 3.185 5.632
N -2.028 -7.905 3.535
C 3.885 2.465 4.894
H -2.093 0.355 -4.670
C -0.136 5.019 -3.646
H -5.674 -12.123 -0.021
C 0.515 5.419 0.748
H -5.157 -10.472 1.825
C 1.989 -0.901 0.294
H -0.476 3.035 -3.911
C -0.491 -1.165 -3.527
C 5.060 -3.647 -5.044
H 0.133 5.146 3.384
H 2.227 8.724 4.391
C -1.801 -4.293 2.636
C -2.002 5.855 0.936
C -3.087 -6.945 3.863
H -6.196 -9.875 -2.249
C 4.244 8.627 3.727
H -4.537 -7.624 2.413
H -0.467 7.316 -6.110
C -3.956 -6.729 2.629
C -0.259 3.515 -0.482
N -6.426 -8.973 1.140
H 4.670 9.664 1.046
H -0.383 4.229 -1.300
H -1.002 -3.573 2.470
H -0.043 -1.093 0.805
C -6.348 -11.308 0.274
H 2.839 7.594 1.786
H -2.129 -5.880 5.458
O 5.048 8.337 2.602

***

This record from OMol25 describes C7H10 in the gas phase. The level of theory is the ωB97M-V functional and the def2-TZVPD basis.

Values from the calculation:
ΔE to the lowest compared entry with this formula, charge and spin: 5.083 eV
total charge: 0
HOMO energy: -8.305 eV

Element x y z (Å)
H 0.872 1.756 1.412
C -0.405 -0.287 -0.225
C 1.555 -1.254 -0.057
H 1.996 1.283 0.110
H -2.222 0.264 0.928
C -1.086 0.876 -0.888
H 2.359 0.818 1.770
H -1.235 0.834 -1.967
H 0.494 -1.384 -2.019
C 1.543 0.975 1.053
H -0.915 1.877 -0.501
H -0.040 -2.414 -0.667
C 0.742 -0.303 0.816
C 0.336 -1.411 -0.937
H 0.448 -0.778 1.762
H -2.563 -0.765 -0.547
C -1.879 -0.085 -0.043

***

This record from OMol25 describes 2 unconnected molecules or ions with the total composition C3H5NS. The level of theory is the ωB97M-V functional and the def2-TZVPD basis.

Values from the calculation:
ΔE to the lowest compared entry with this formula, charge and spin: 3.843 eV
total charge: 0
HOMO energy: -9.588 eV

Element x y z (Å)
N -2.336 -1.596 0.683
C 0.013 -0.963 -0.462
C -1.227 -1.113 0.185
H 1.250 -0.369 0.979
C 1.149 -0.135 -0.057
H 2.091 -0.235 -0.814
H 0.299 2.008 1.566
H -0.020 -0.931 -1.565
S 0.806 1.622 -0.173
H 0.227 -1.990 -0.175